19
Properties=species:S:1:pos:R:3:forces:R:3:mulliken_charge:R:1 method="wB97M-V/def2-TZVPD" gap_ev=8.5 lumo_ha=-0.144 de_lowest_kj_mol=6.9 e_homo_ev=-12.369 total_charge=+1
C -0.44486 -0.49845 -1.97454 -1.7 -1.4 -4.1 -0.312
C 0.20546 -0.15340 -3.12573 1.0 0.5 2.3 -0.674
C -0.25741 -0.24791 -0.66751 2.4 1.8 1.5 0.953
C 0.66132 0.66640 -0.21840 2.2 1.1 -1.2 -0.262
C 0.78299 1.13360 1.22855 -2.4 2.1 -0.8 -0.739
C -0.42526 -1.10328 1.47194 0.1 1.9 0.3 -0.580
N -0.96394 -1.04539 0.21535 2.0 -0.2 0.6 -0.223
N -0.31680 0.44758 2.08729 -3.1 0.4 -1.5 -0.357
P 1.73422 0.68911 -3.22157 0.0 0.3 -0.4 -0.059
P 2.02887 1.48320 -1.36448 -1.9 -1.2 2.0 -0.010
H -1.27811 -1.17712 -2.19430 0.1 0.1 0.3 0.287
H -0.14962 -0.62103 -3.98520 -0.6 -0.5 -1.6 0.381
H 1.62149 0.80043 1.76136 1.7 -0.1 0.2 0.381
H 0.72747 2.34310 1.14562 -0.1 -3.0 1.0 0.403
H -1.07303 -1.60018 2.11292 -0.9 -1.0 1.4 0.414
H 0.59945 -1.42281 1.53887 0.3 -0.3 -0.2 0.386
H -1.91617 -0.94946 0.11429 -2.6 -0.3 0.1 0.275
H -0.17880 0.42279 3.09228 0.6 0.2 0.1 0.337
H -1.35728 0.83279 1.98324 2.9 -0.6 0.0 0.397